{"formula": "C51H38F16N4O7S", "method": "wB97M-V/def2-TZVPD", "species": ["S", "F", "F", "F", "F", "F", "F", "F", "F", "F", "F", "F", "F", "F", "F", "F", "F", "O", "O", "O", "O", "O", "O", "O", "N", "N", "N", "N", "C", "C", "C", "C", "C", "C", "C", "C", "C", "C", "C", "C", "C", "C", "C", "C", "C", "C", "C", "C", "C", "C", "C", "C", "C", "C", "C", "C", "C", "C", "C", "C", "C", "C", "C", "C", "C", "C", "C", "C", "C", "C", "C", "C", "C", "C", "C", "C", "C", "C", "C", "H", "H", "H", "H", "H", "H", "H", "H", "H", "H", "H", "H", "H", "H", "H", "H", "H", "H", "H", "H", "H", "H", "H", "H", "H", "H", "H", "H", "H", "H", "H", "H", "H", "H", "H", "H", "H", "H"], "positions_angstrom": [[7.987, 0.227, -6.093], [6.464, 1.906, -7.578], [5.216, 4.187, -6.208], [5.340, 5.541, -3.919], [9.024, -1.142, -6.161], [7.632, -0.056, -7.782], [6.708, -0.832, -5.699], [7.853, 2.926, -5.930], [-2.177, -1.872, 2.091], [4.475, 1.042, -5.941], [8.487, 0.453, -4.472], [6.910, 3.855, -3.311], [-3.396, -2.163, 0.076], [-4.027, -0.412, 1.746], [3.485, 3.135, -4.954], [5.728, 1.223, -3.858], [9.348, 1.194, -6.609], [-4.572, -3.543, 9.216], [0.749, -2.353, -2.597], [-4.976, 1.655, -0.202], [-0.689, -0.249, 7.610], [-5.041, 5.331, -1.966], [-0.047, 0.187, 2.293], [3.020, -6.613, -0.316], [1.705, 2.154, 0.861], [-1.497, 1.734, 4.073], [-6.783, 2.231, -2.153], [0.895, 3.268, -2.180], [-3.745, 5.940, -2.417], [-4.301, -0.220, 5.488], [-3.672, -2.807, 8.830], [-5.094, -1.955, 6.974], [1.363, -2.279, 1.546], [1.166, -2.249, 0.164], [3.222, 4.623, -2.173], [-1.341, -1.962, 9.078], [0.459, 1.724, 0.135], [1.909, -3.412, 2.148], [2.813, -6.619, -3.105], [6.930, 1.756, -6.148], [-2.871, -1.044, 7.261], [-2.943, 3.506, -3.411], [1.745, -4.458, -2.902], [-0.511, 0.618, 0.931], [-2.364, -2.803, 9.515], [2.137, 3.605, -1.406], [1.298, -3.318, -2.078], [2.525, -5.624, -0.843], [4.983, 3.316, -5.029], [5.487, 4.059, -3.664], [-5.301, -1.109, 5.882], [-1.733, 2.368, -3.524], [2.016, -5.478, -5.082], [2.646, -6.573, -4.491], [5.591, 1.769, -5.225], [2.357, -5.561, -2.308], [-3.087, -0.186, 6.175], [2.561, 3.105, 0.080], [-2.892, -1.090, 1.014], [-0.643, 1.133, 3.286], [-5.077, 0.495, -1.100], [-6.308, 0.786, -2.160], [0.094, 2.310, -1.340], [-3.701, 0.206, -1.984], [-0.900, -3.692, 11.227], [-0.090, -1.999, 9.704], [2.095, -4.475, -0.020], [-3.878, -1.919, 7.668], [2.276, -4.510, 1.369], [-2.551, 4.781, -2.454], [-1.570, -1.026, 7.959], [-2.146, -3.662, 10.600], [0.131, -2.868, 10.774], [4.604, 3.748, -2.320], [1.566, -4.420, -4.291], [-1.335, 1.762, -2.016], [1.527, -3.351, -0.619], [-2.316, 0.655, -1.232], [-1.924, 0.018, 0.266], [1.106, -2.901, 11.255], [0.735, -1.362, -0.298], [0.718, -1.355, 9.359], [-3.905, 6.410, -3.481], [-3.955, 3.036, -3.032], [-2.399, 4.369, -1.365], [-7.235, 0.108, -1.851], [1.879, -5.445, -6.161], [-3.158, 3.933, -4.492], [-0.731, -4.363, 12.067], [-6.244, -1.142, 5.341], [-1.566, 5.247, -2.881], [-0.802, 2.736, -4.129], [-5.402, -0.472, -0.486], [-3.659, -0.972, -2.172], [-3.446, 6.757, -1.601], [-2.209, 1.485, -4.170], [-5.881, -2.644, 7.277], [-2.944, -4.311, 10.956], [4.328, 2.615, -2.208], [-5.496, 1.368, 0.630], [3.005, -7.393, -5.109], [3.367, 5.554, -1.471], [5.270, 4.026, -1.369], [1.089, -1.418, 2.152], [2.054, -3.439, 3.226], [-5.623, 6.116, -1.741], [-6.056, 0.507, -3.271], [2.788, 4.922, -3.244], [-2.309, 0.507, 5.858], [2.706, -5.389, 1.845], [1.080, -3.566, -4.760], [-4.465, 0.444, 4.642], [-3.888, 0.687, -3.032], [3.302, -7.479, -2.651], [-7.782, 2.213, -1.797], [3.577, 3.470, 0.566], [-6.872, 2.518, -3.170]], "mulliken_charge": [1.12, -0.25, -0.28, -0.33, -0.28, -0.31, -0.28, -0.24, -0.26, -0.29, -0.27, -0.29, -0.25, -0.19, -0.28, -0.26, -0.32, -0.68, -0.73, -0.50, -0.68, -0.49, -0.27, -0.69, -0.45, -0.59, -0.47, -0.14, -0.45, -0.28, 0.61, -0.58, -0.24, 0.19, -0.41, 0.21, 0.37, -0.96, -0.55, 0.80, 0.08, -0.10, 0.14, -0.36, 0.15, 0.28, 0.53, 0.63, 0.46, 0.61, -0.54, -1.21, -0.51, -0.48, 0.57, 0.22, -0.75, -0.40, 0.43, 0.32, 0.33, -0.77, 0.56, -1.06, -0.44, -0.50, 0.21, 0.30, -0.62, -0.39, 0.53, -0.56, -0.48, -0.85, -0.53, -0.38, -0.50, 0.64, 1.00, 0.39, 0.66, 0.45, 0.28, -0.22, 0.20, 0.33, 0.40, 0.40, 0.39, 0.41, 0.25, 0.28, 0.42, 0.29, 0.31, 0.35, 0.45, 0.45, 0.46, 0.29, 0.39, 0.35, 0.31, 0.66, 0.45, 0.29, 0.29, 0.23, 0.61, 0.46, 0.47, 0.47, 0.27, 0.45, 0.26, 0.25, 0.22], "smiles": "N#COc1c(C(F)(F)F)c(C[C@@H](O)CN)c(CCCCO)c2nc(CCC(F)(F)C(F)(F)C(F)(F)C(F)(F)S(F)(F)(F)(F)F)cnc12.O=C1c2ccccc2C(=O)c2ccccc21.O=C1c2ccccc2C(=O)c2ccccc21", "charge": 0, "lumo_ev": -2.720, "de_lowest_kcal_mol": 301.9, "fmax_ev_per_a": 11.73, "energy_ha": -4707.03123, "homo_lumo_gap_ev": 6.1, "mol_weight_g_mol": 1154.9}

{"formula": "C51H38MnN5O3S7", "method": "wB97M-V/def2-TZVPD", "species": ["Mn", "S", "S", "S", "S", "S", "S", "S", "O", "O", "O", "N", "N", "N", "N", "N", "C", "C", "C", "C", "C", "C", "C", "C", "C", "C", "C", "C", "C", "C", "C", "C", "C", "C", "C", "C", "C", "C", "C", "C", "C", "C", "C", "C", "C", "C", "C", "C", "C", "C", "C", "C", "C", "C", "C", "C", "C", "C", "C", "C", "C", "C", "C", "C", "C", "C", "C", "H", "H", "H", "H", "H", "H", "H", "H", "H", "H", "H", "H", "H", "H", "H", "H", "H", "H", "H", "H", "H", "H", "H", "H", "H", "H", "H", "H", "H", "H", "H", "H", "H", "H", "H", "H", "H", "H"], "positions_angstrom": [[0.746, 0.553, -0.737], [0.308, 5.465, 2.470], [-0.678, -4.203, 0.673], [2.924, 2.783, 2.001], [-1.530, 0.492, -0.811], [0.671, 0.288, 1.529], [0.979, -0.931, -7.731], [3.177, 0.708, -0.841], [1.019, -1.375, -0.979], [-0.416, -4.451, 2.076], [-1.964, -4.596, 0.164], [0.706, 2.557, -0.926], [-3.302, 0.227, 1.187], [-1.378, 0.486, 3.171], [-0.479, -2.592, 0.334], [0.821, 0.687, -2.820], [-1.004, -0.748, 6.436], [-3.637, -0.169, 2.539], [0.749, 5.287, -1.620], [2.723, -5.072, -2.116], [-0.469, 0.473, 4.296], [-4.380, 0.138, 0.255], [0.933, -2.592, -8.117], [5.724, 1.332, -0.505], [0.868, 4.321, -2.597], [6.827, 2.421, 1.338], [1.173, -3.709, -0.967], [-6.303, -1.445, 0.607], [2.240, -3.797, -1.820], [0.623, -4.810, -0.385], [-0.449, -2.031, 4.491], [-4.821, -3.608, -0.143], [-4.989, -1.251, 0.201], [0.976, -2.579, -5.768], [4.386, 2.290, 1.263], [0.611, 4.898, -0.271], [-6.143, -3.800, 0.239], [5.610, 2.664, 1.901], [1.078, 1.236, -5.532], [1.059, 2.280, -4.636], [-4.244, -2.351, -0.184], [-2.774, 0.612, 3.534], [-6.908, -2.695, 0.587], [0.997, -1.212, -6.009], [6.867, 1.783, 0.104], [1.005, -0.098, -5.081], [-0.588, -0.805, 5.124], [1.015, 4.645, -4.029], [4.432, 1.507, 0.070], [-1.045, -3.121, 6.565], [0.963, -3.343, -6.966], [0.740, 7.251, 0.703], [0.548, 3.525, -0.015], [0.558, 5.893, 0.797], [2.130, -6.187, -1.540], [-1.994, 0.335, 0.857], [0.951, 1.982, -3.233], [0.867, -0.281, -3.705], [-1.007, 0.373, 1.874], [0.478, 7.066, 2.992], [0.527, -2.437, -0.505], [0.858, 2.948, -2.254], [-1.209, -1.897, 7.179], [1.076, -6.081, -0.644], [1.138, 3.703, -4.985], [0.670, 7.900, 1.956], [-0.686, -3.184, 5.214], [-0.246, -2.087, 3.442], [1.019, -3.019, -4.778], [5.769, 0.800, -1.455], [2.651, -2.896, -2.246], [-5.127, 0.871, 0.595], [-1.189, -4.024, 7.142], [-0.668, -4.138, 4.715], [0.620, -6.935, -0.197], [0.907, -2.962, -9.120], [0.851, -1.302, -3.270], [-4.680, 0.029, 2.720], [1.123, 5.698, -4.302], [-3.495, -1.257, 2.655], [0.731, 8.963, 2.095], [-1.188, 0.208, 6.904], [1.259, 3.986, -6.024], [-4.018, 0.461, -0.707], [-0.753, 1.336, 4.895], [-1.567, -1.802, 8.209], [-7.925, -2.813, 0.897], [-3.192, -2.261, -0.491], [0.944, -4.412, -6.933], [-4.209, -4.487, -0.322], [0.379, 3.161, 1.016], [0.734, 6.321, -1.922], [7.731, 2.738, 1.862], [3.551, -5.152, -2.807], [5.555, 3.215, 2.838], [0.333, 7.276, 4.037], [7.833, 1.643, -0.365], [1.180, 1.436, -6.605], [0.555, 0.641, 3.969], [-6.529, -4.804, 0.269], [-6.881, -0.567, 0.934], [2.584, -7.149, -1.758], [-3.077, 1.667, 3.538], [-2.892, 0.206, 4.533], [0.975, 7.755, -0.223]], "mulliken_charge": [-0.52, -0.02, 1.25, -0.02, -0.42, -0.46, -0.24, -0.02, -0.03, -0.66, -0.67, 0.97, 0.09, 0.32, -0.12, 0.87, -0.23, -0.82, -0.87, -0.79, -1.45, -1.34, -0.47, -0.92, 0.56, -0.51, 0.13, -0.39, -0.54, 0.09, 0.02, -0.64, 0.47, -0.47, 0.29, 0.70, -0.50, -0.51, -0.74, 0.36, 0.30, -0.87, -0.65, 0.59, -0.48, 0.69, 0.31, -1.05, 0.41, -0.38, -0.51, -0.58, -0.49, 0.56, -0.52, 0.37, -0.18, -0.14, 0.36, -0.48, 0.17, -0.60, -0.62, -0.82, -1.30, -0.55, -0.73, 0.48, 0.44, 0.41, 0.69, 0.40, 0.38, 0.48, 0.55, 0.43, -0.39, 0.58, 0.34, 0.28, 0.38, 0.37, 0.40, 0.55, 0.45, 0.35, 0.39, 0.34, 0.40, 0.41, 0.09, 0.36, 0.34, 0.43, 0.39, 0.41, 0.34, 0.35, 0.51, 0.41, 0.28, 0.36, 0.28, 0.49, 0.34], "charge": -1, "lumo_ev": [2.203, 0.939], "spin_multiplicity": 6, "fmax_ev_per_a": 1.44, "energy_ha": -6404.19708, "homo_lumo_gap_ev": [4.9, 5.8], "mol_weight_g_mol": 1048.3}

- charge of number 1 (C51H38F16N4O7S)?
  0

- The lowest charge belongs to which entry?
  C51H38MnN5O3S7

- What is the formula in the second record?
  C51H38MnN5O3S7